1.
This record from the Open Molecules 2025 dataset describes one molecule with the formula C24H26N4O4. The level of theory is wB97M-V/def2-TZVPD.

Atoms and positions in Å:
C -3.1656 -2.3708 1.6219
C -3.2543 -0.9721 1.0942
C -4.2219 -0.0905 1.5493
C -4.3147 1.2043 1.0506
C -3.4141 1.6132 0.0809
C -2.4288 0.7439 -0.3772
C -2.3555 -0.5460 0.1228
H -1.5960 -1.2231 -0.2343
N -1.5346 1.1710 -1.3925
C -0.6808 2.2165 -1.2695
O -0.0167 2.6193 -2.2074
C -0.5554 2.8398 0.1151
H -0.8958 2.1418 0.8789
C 0.9129 3.1972 0.3376
C 1.7606 1.9404 0.2646
O 1.2854 0.8354 0.0959
N 3.0901 2.1828 0.4058
C 4.1569 1.2872 0.3668
N 5.3392 1.8885 0.4522
C 6.4282 1.1413 0.4239
C 6.4004 -0.2388 0.3103
C 5.1622 -0.8604 0.2298
C 4.0115 -0.0943 0.2596
H 3.0359 -0.5441 0.2087
H 5.0880 -1.9346 0.1459
H 7.3159 -0.8082 0.2885
H 7.3615 1.6837 0.4965
H 3.3997 3.1420 0.5014
H 1.0564 3.6822 1.3051
H 1.2404 3.8768 -0.4525
H -1.1650 3.7437 0.1577
C -1.6110 0.4777 -2.6625
C -0.8492 -0.8485 -2.7333
O -1.2485 -1.7660 -3.4219
N 0.2982 -0.8811 -2.0346
H 0.5426 -0.1289 -1.4015
C 1.1198 -2.0739 -1.9835
C 0.9390 -2.8093 -0.6952
C -0.0840 -3.5918 -0.2447
C 0.2659 -3.9825 1.0713
C 1.4719 -3.4070 1.3218
O 1.8863 -2.6951 0.2609
H 2.1142 -3.4285 2.1799
H -0.2987 -4.6098 1.7306
H -0.9660 -3.8580 -0.7903
H 2.1699 -1.7925 -2.0978
H 0.8052 -2.7054 -2.8195
H -2.6552 0.2799 -2.9178
H -1.1765 1.1409 -3.4193
H -3.4744 2.6092 -0.3328
C -5.3811 2.1289 1.5543
H -5.2920 2.2591 2.6320
H -6.3673 1.7138 1.3510
H -5.3104 3.1033 1.0783
H -4.9245 -0.4135 2.3045
H -3.4752 -3.0780 0.8531
H -3.8055 -2.5035 2.4905
H -2.1393 -2.6076 1.8955

Cartesian forces, eV/Å:
C 0.002 -0.018 -0.014
C -0.086 0.080 0.015
C 0.116 0.005 -0.087
C 0.079 0.030 -0.034
C 0.011 -0.143 -0.006
C -0.264 -0.093 0.344
C -0.024 0.197 -0.069
H 0.159 -0.078 -0.016
N -0.121 -0.312 -0.318
C -0.096 0.258 0.353
O 0.209 0.137 -0.070
C 0.392 -0.009 -0.054
H -0.009 0.131 -0.018
C -0.380 -0.134 -0.151
C 0.239 0.633 0.101
O -0.099 -0.354 0.038
N -0.011 0.253 0.045
C 0.344 -0.386 -0.014
N -0.341 0.335 0.008
C 0.169 -0.210 -0.009
C -0.028 -0.059 -0.004
C 0.117 0.230 0.024
C -0.128 -0.028 -0.012
H -0.012 -0.005 0.012
H -0.029 -0.085 -0.008
H 0.093 -0.023 0.001
H 0.115 -0.046 -0.002
H -0.113 -0.117 -0.016
H 0.035 0.005 -0.012
H 0.052 0.010 0.088
H -0.037 -0.034 0.022
C -0.078 -0.027 -0.445
C -0.084 0.425 0.087
O -0.219 -0.265 -0.243
N 0.374 0.117 0.169
H -0.113 0.009 -0.074
C -0.016 -0.005 0.096
C -0.757 -0.411 -0.406
C 0.465 0.332 -0.343
C 0.484 0.178 0.260
C -0.570 -0.524 0.511
O 0.370 0.305 -0.224
H 0.154 0.056 0.061
H -0.051 -0.121 0.194
H -0.181 -0.023 -0.206
H -0.059 -0.087 -0.065
H 0.166 0.078 0.143
H 0.163 -0.039 0.041
H -0.115 -0.152 0.085
H -0.019 0.120 -0.064
C -0.007 -0.023 0.012
H -0.043 0.061 0.062
H -0.091 0.038 0.008
H -0.042 0.085 -0.001
H -0.083 -0.065 0.109
H -0.018 -0.115 -0.012
H -0.029 -0.053 0.061
H 0.047 -0.067 0.046

Summary:
HOMO level: -8.6 eV
ΔE to the lowest compared entry with this formula, charge and spin: 0.16 kcal per mole
electronic energy: -1450.2147 Eh
SMILES: Cc1cc(C)cc(N(CC(=O)NCc2ccco2)C(=O)CCC(=O)Nc2ccccn2)c1

2.
This record from the Open Molecules 2025 dataset describes a 2-piece molecular cluster, CH7PSi overall at a distorted geometry. The level of theory is wB97M-V/def2-TZVPD.

Atoms and positions in Å:
C 1.4866 0.8596 0.5102
Si -1.5518 -1.6400 -0.3460
P -0.3062 1.4660 0.3763
H 1.9522 1.3870 1.4034
H 2.0536 1.3263 -0.3298
H 1.5635 -0.1935 0.6952
H -2.8985 -1.1125 -0.2680
H -1.0583 -1.5030 -1.6514
H -0.5922 -2.1096 0.6703
H -0.6489 1.5198 -1.0600

Cartesian forces, eV/Å:
C 0.215 2.621 0.166
Si 0.530 1.235 0.973
P -0.636 -1.120 -0.378
H -0.867 -0.641 -0.758
H -0.211 -1.149 0.314
H 0.263 -0.481 -0.471
H -0.356 -0.174 0.564
H 0.648 -0.094 -1.319
H -0.492 -0.059 0.067
H 0.906 -0.137 0.840

Summary:
HOMO level (spin up / spin down): -7.3 / -8.0 eV
ΔE to the lowest compared entry with this formula, charge and spin: 79.61 kcal per mole
electronic energy: -672.9817 Eh